[1]
Entry from the OMol25 dataset: a structure of composition C5H8O2 (the ωB97M-V functional and the def2-TZVPD basis).

Each line ends with the Mulliken charge.
Geometry (Å):
O -1.5622 2.1135 0.3316  -0.511
C -0.2701 1.5461 0.5281  -0.552
C -0.3061 0.0427 0.4232  -0.170
C -0.1334 -0.5770 -0.9084  -0.441
C 0.4741 -1.8974 -0.7690  -0.791
C 1.2731 -1.1413 0.8892  0.280
O 2.3595 -1.0419 1.3354  -0.376
H -1.4948 3.0555 0.5411  0.315
H 0.1143 1.7699 1.5301  0.331
H 0.4538 1.9440 -0.2029  0.285
H -1.0919 -0.4150 1.0283  0.384
H -1.1895 -0.5404 -1.1648  0.297
H 0.4288 0.0492 -1.5969  0.333
H 1.0689 -2.2235 -1.6267  0.304
H -0.1246 -2.6843 -0.3383  0.313

Summary:
orbital gap	8.852	eV
relative energy (zero: lowest compared OMol25 entry of this formula, charge and spin)	89.37	kcal per mole
LUMO level	0.55	eV
electronic energy	-345.6625	Eh
HOMO level	-8.2996	eV

***

[2]
Entry from the OMol25 dataset: a cluster of 2 separate species, CH3IOS in total (the ωB97M-V functional and the def2-TZVPD basis).

Each line ends with the Mulliken charge.
Geometry (Å):
C -1.3746 0.6249 -0.0156  0.037
O -0.7930 0.0930 -0.9595  -0.402
S 2.2407 -1.4608 1.5002  -0.554
I 2.3748 -0.7604 -0.7623  0.186
H -2.1891 -0.0178 0.4090  0.236
H 0.7267 -0.0244 -0.7282  0.251
H -0.9856 1.5454 0.5565  0.246

Summary:
orbital gap	6.797	eV
relative energy (zero: lowest compared OMol25 entry of this formula, charge and spin)	56.97	kcal per mole
LUMO level	-0.93	eV
electronic energy	-810.8962	Eh
HOMO level	-7.7315	eV

***

[3]
Entry from the OMol25 dataset: an isolated molecule of C5H10O (the ωB97M-V functional and the def2-TZVPD basis).

Each line ends with the Mulliken charge.
Geometry (Å):
C 0.6031 1.9001 -0.6481  -0.901
C 0.7124 0.5831 -0.8407  -0.425
C 0.4544 -0.4747 0.2159  0.792
C -0.0920 -1.7605 -0.4154  -1.359
C -0.4875 0.0538 1.3110  -0.840
O -1.6716 0.6230 0.7874  -0.508
H 0.7620 2.6207 -1.4431  0.262
H 0.3665 2.3170 0.3276  0.264
H 1.0091 0.2174 -1.8241  0.298
H 1.4210 -0.7099 0.6850  0.231
H 0.5716 -2.1326 -1.2047  0.391
H -0.1902 -2.5482 0.3399  0.373
H -1.0822 -1.5886 -0.8508  0.294
H 0.0407 0.7753 1.9565  0.295
H -0.8090 -0.7732 1.9529  0.415
H -1.4520 0.9735 -0.0840  0.417

Summary:
orbital gap	11.004	eV
relative energy (zero: lowest compared OMol25 entry of this formula, charge and spin)	23.20	kcal per mole
LUMO level	1.03	eV
electronic energy	-271.7156	Eh
HOMO level	-9.9709	eV

***

Copy entry 2 word for word.
Entry from the OMol25 dataset: a cluster of 2 separate species, CH3IOS in total (the ωB97M-V functional and the def2-TZVPD basis).

Each line ends with the Mulliken charge.
Geometry (Å):
C -1.3746 0.6249 -0.0156  0.037
O -0.7930 0.0930 -0.9595  -0.402
S 2.2407 -1.4608 1.5002  -0.554
I 2.3748 -0.7604 -0.7623  0.186
H -2.1891 -0.0178 0.4090  0.236
H 0.7267 -0.0244 -0.7282  0.251
H -0.9856 1.5454 0.5565  0.246

Summary:
orbital gap	6.797	eV
relative energy (zero: lowest compared OMol25 entry of this formula, charge and spin)	56.97	kcal per mole
LUMO level	-0.93	eV
electronic energy	-810.8962	Eh
HOMO level	-7.7315	eV